One molecule with the formula C4H12N3O2P in a non-equilibrium geometry. Source: the Open Molecules 2025 dataset; level of theory: ωB97M-V/def2-TZVPD.

Its energy relative to the best compared isomer or geometry (same formula, charge and spin) is 62.3 kcal/mol. As for the charge: 0. The value obtained for the highest occupied orbital energy is -7.33 eV.

XYZ file:
```
22
Properties=species:S:1:pos:R:3:forces:R:3
C 1.3720 1.5714 1.1795 -0.168 -1.276 -2.629
C -1.3969 -0.4969 -0.5437 -0.316 -0.260 -0.732
C 0.6647 1.5610 2.5193 -0.481 1.516 0.215
C -2.1111 -0.8322 -2.7797 -2.171 -1.176 -0.461
N 2.1970 -0.1577 -0.9572 2.072 0.303 -2.402
N 1.1433 -1.1775 0.9720 1.500 0.106 2.550
N -1.5302 -0.4617 0.6959 -2.940 -0.559 2.999
O -0.2865 -0.0933 -1.0754 2.197 0.451 -0.129
O -2.2966 -0.9896 -1.4017 -0.596 -0.536 1.292
P 1.0839 0.1889 0.1538 -0.941 3.403 -0.561
H 1.5632 2.4717 0.5298 -0.087 -0.823 1.094
H 0.4498 2.6045 2.9916 0.485 -1.821 -0.974
H 1.2256 0.9570 3.2428 -0.087 0.264 0.104
H -0.2821 1.0737 2.3049 -0.443 0.049 0.746
H -3.0956 -1.2596 -3.2156 1.794 0.960 0.369
H -1.2668 -1.3773 -3.1386 0.581 -0.453 -0.300
H -1.9777 0.2009 -2.9338 -0.011 1.244 -0.939
H 2.4107 0.1493 -1.9216 -0.811 0.035 1.255
H 3.0387 -0.4009 -0.4512 0.134 -0.022 -0.312
H 1.1245 -0.8991 1.9436 -0.037 -0.407 0.409
H 0.4618 -1.8455 0.8297 -1.668 -1.594 -0.537
H -2.4919 -0.7871 1.0555 1.992 0.597 -1.055
```
Positions in Å, forces in eV/Å.

Here are the Löwdin charges for atoms 1 to 4, given in e: C -0.332; C -0.694; C -0.234; C -0.067

***

A 3-piece molecular cluster, C4H12N3S overall in a non-equilibrium geometry. Source: the Open Molecules 2025 dataset; level of theory: ωB97M-V/def2-TZVPD.

Its energy relative to the best compared isomer or geometry (same formula, charge and spin) is 117.5 kcal/mol. Its expectation value of S² is 1.756. The spin multiplicity is 2. As for the charge: 0. The value obtained for the highest occupied orbital energy (alpha / beta) is -9.48 / -9.07 eV.

XYZ file:
```
20
Properties=species:S:1:pos:R:3:forces:R:3
C -0.8749 -1.2128 -0.3790 -1.803 -0.003 -0.541
N 2.5780 -0.6718 -1.6939 0.007 0.269 0.258
C 2.2107 0.4806 -1.3667 0.118 -1.189 -1.308
N 2.9651 1.6311 -1.7903 -0.729 -0.513 0.978
C -1.5879 -0.7820 0.9395 0.660 0.017 -0.444
C -2.0351 0.6693 0.8334 -0.195 1.499 -0.459
S -0.8489 2.0067 0.2295 -0.318 -1.086 0.568
N -2.8077 -1.5804 0.9819 -0.030 0.267 0.371
H -1.6968 -1.7473 -0.8840 0.654 -0.646 -0.018
H 0.0244 -1.8094 -0.3018 0.041 0.007 0.100
H -0.8108 -0.3966 -1.0999 0.692 0.323 0.370
H 1.1849 0.4815 -0.9861 0.123 0.940 0.461
H 2.0868 0.4775 1.5647 0.968 -0.301 -0.478
H 3.4904 1.9490 -0.9810 -0.013 0.404 -0.095
H 3.6221 1.2411 -2.4449 0.509 0.138 -0.303
H 1.4783 0.6327 1.9054 -0.931 0.273 0.518
H -2.4100 1.0581 1.7830 0.090 -0.144 0.058
H -2.8514 0.7438 0.1152 -0.065 -0.335 0.060
H -0.9462 -0.9314 1.8102 0.066 0.082 -0.027
H -2.7709 -2.2396 1.7648 0.157 -0.001 -0.071
```
Positions in Å, forces in eV/Å.

Here are the Löwdin charges for atoms 1 to 4, given in e: C -0.079; N 0.157; C -0.429; N 0.053

***

One molecule with the formula C4H12N4 in a non-equilibrium geometry. Source: the Open Molecules 2025 dataset; level of theory: ωB97M-V/def2-TZVPD.

Its energy relative to the best compared isomer or geometry (same formula, charge and spin) is 148.8 kcal/mol. As for the charge: 0. The value obtained for the highest occupied orbital energy (alpha / beta) is -6.94 / -6.73 eV.

XYZ file:
```
20
Properties=species:S:1:pos:R:3:forces:R:3
C 1.1122 -2.0929 -1.0342 0.753 -1.326 -0.193
C -0.7683 2.1741 1.8460 -0.538 1.569 0.213
C 0.7756 1.1602 -0.4146 2.131 -1.863 -0.029
C -0.1924 -1.2640 -1.3200 1.036 -3.539 0.870
N -1.7738 -1.3803 0.3611 0.017 -0.608 0.463
N -0.5757 0.8352 1.5720 -0.402 -3.912 -1.303
N -0.2280 0.4124 0.3651 0.613 2.198 0.514
N -0.7030 -0.7408 -0.0596 -1.240 -0.516 -0.884
H 0.9104 -3.1321 -0.6245 -0.178 1.286 -0.427
H 1.6646 -2.2844 -2.0094 -0.570 0.412 1.129
H 1.8273 -1.6544 -0.2882 -0.722 0.050 -0.840
H -0.1454 2.2216 2.7345 -0.546 1.355 0.646
H -0.4450 2.9349 1.1185 0.182 -0.188 0.020
H -1.8737 2.3670 1.9965 1.119 0.052 0.367
H 0.7249 2.1710 -0.2406 -0.835 2.288 0.890
H 1.8950 0.9867 -0.1517 -1.899 -0.590 -0.279
H 0.6451 1.0975 -1.4763 -0.017 -0.326 -0.367
H 0.1084 -0.5125 -1.9861 -0.370 0.850 -1.023
H -0.9217 -2.0500 -1.7319 0.728 1.910 0.640
H -2.0366 -1.2492 1.3435 0.737 0.897 -0.406
```
Positions in Å, forces in eV/Å.

Here are the Löwdin charges for atoms 1 to 4, given in e: C -0.096; C -0.200; C -0.009; C -0.191

***

A 2-piece molecular cluster, C4H12N4 overall in a non-equilibrium geometry. Source: the Open Molecules 2025 dataset; level of theory: ωB97M-V/def2-TZVPD.

Its energy relative to the best compared isomer or geometry (same formula, charge and spin) is 11.8 kcal/mol. As for the charge: 0. The value obtained for the highest occupied orbital energy is -9.31 eV.

XYZ file:
```
20
Properties=species:S:1:pos:R:3:forces:R:3
C 1.0938 0.3234 -0.0238 -0.126 0.120 -0.332
C 0.6129 -0.8354 -0.9006 0.231 0.283 0.197
C 1.4960 1.5200 -0.8932 -0.016 -0.242 0.222
N 2.2555 -0.1136 0.7073 0.153 -0.072 0.118
N -0.0219 0.6916 0.8918 0.009 0.229 0.107
H 2.6315 0.6228 1.2931 0.013 -0.027 0.015
H 2.0457 -0.9201 1.2804 0.012 -0.039 0.080
H 0.3376 0.9548 1.8081 -0.061 0.029 -0.293
H -0.5372 1.4867 0.5199 0.069 -0.064 0.123
H 0.4177 -1.7072 -0.2832 -0.085 -0.130 0.057
H 2.3897 1.2704 -1.4546 0.090 -0.018 -0.146
H 0.6998 1.7694 -1.5898 -0.108 0.087 -0.055
H 1.3752 -1.0851 -1.6294 0.114 -0.046 -0.159
H -0.3047 -0.5649 -1.4137 -0.134 0.001 -0.079
H 1.7094 2.3912 -0.2736 0.013 0.061 0.047
N -2.1546 -1.2093 0.8997 0.206 -0.328 0.550
N -4.2309 -1.4958 -0.2507 -0.735 -0.117 -0.830
C -3.2312 -1.2156 0.3751 0.172 -0.441 0.032
H -5.1796 -1.3584 0.0348 -0.068 0.232 0.277
H -1.4047 -0.5247 0.9024 0.250 0.479 0.067
```
Positions in Å, forces in eV/Å.

Here are the Löwdin charges for atoms 1 to 4, given in e: C -0.704; C -0.053; C -0.049; N 0.066

***

Copy entry 4 word for word.
A 2-piece molecular cluster, C4H12N4 overall in a non-equilibrium geometry. Source: the Open Molecules 2025 dataset; level of theory: ωB97M-V/def2-TZVPD.

Its energy relative to the best compared isomer or geometry (same formula, charge and spin) is 11.8 kcal/mol. As for the charge: 0. The value obtained for the highest occupied orbital energy is -9.31 eV.

XYZ file:
```
20
Properties=species:S:1:pos:R:3:forces:R:3
C 1.0938 0.3234 -0.0238 -0.126 0.120 -0.332
C 0.6129 -0.8354 -0.9006 0.231 0.283 0.197
C 1.4960 1.5200 -0.8932 -0.016 -0.242 0.222
N 2.2555 -0.1136 0.7073 0.153 -0.072 0.118
N -0.0219 0.6916 0.8918 0.009 0.229 0.107
H 2.6315 0.6228 1.2931 0.013 -0.027 0.015
H 2.0457 -0.9201 1.2804 0.012 -0.039 0.080
H 0.3376 0.9548 1.8081 -0.061 0.029 -0.293
H -0.5372 1.4867 0.5199 0.069 -0.064 0.123
H 0.4177 -1.7072 -0.2832 -0.085 -0.130 0.057
H 2.3897 1.2704 -1.4546 0.090 -0.018 -0.146
H 0.6998 1.7694 -1.5898 -0.108 0.087 -0.055
H 1.3752 -1.0851 -1.6294 0.114 -0.046 -0.159
H -0.3047 -0.5649 -1.4137 -0.134 0.001 -0.079
H 1.7094 2.3912 -0.2736 0.013 0.061 0.047
N -2.1546 -1.2093 0.8997 0.206 -0.328 0.550
N -4.2309 -1.4958 -0.2507 -0.735 -0.117 -0.830
C -3.2312 -1.2156 0.3751 0.172 -0.441 0.032
H -5.1796 -1.3584 0.0348 -0.068 0.232 0.277
H -1.4047 -0.5247 0.9024 0.250 0.479 0.067
```
Positions in Å, forces in eV/Å.

Here are the Löwdin charges for atoms 1 to 4, given in e: C -0.704; C -0.053; C -0.049; N 0.066

***

charge of number 3 (C4H12N4)?
0

***

The lowest energy relative to the best compared isomer or geometry (same formula, charge and spin) belongs to which entry?
number 4

***

Among the records above, which one has the highest energy relative to the best compared isomer or geometry (same formula, charge and spin)?
number 3